Record 1
Entry from OMol25: a structure of composition C8H13NO in a non-equilibrium geometry (ωB97M-V with the def2-TZVPD basis set).

**Energy above the lowest of the compared OMol25 structures with the same formula, charge and spin**: 46.84 kcal per mole
**2S+1**: 1
**Total charge**: 0
**Orbital gap**: 9.88 eV

Geometry (Å):
C1 1.2736 -1.1079 2.5088
C2 1.2319 -0.0503 1.4149
C3 1.9862 -0.4347 0.1199
C4 1.1899 0.2424 -0.9639
C5 -0.0008 0.6674 -0.5206
C6 -1.0814 1.3077 -1.3358
C7 -2.3028 0.4242 -1.4808
N1 -2.2556 -0.8011 -1.9314
C8 -0.1894 0.3215 0.9390
H1 0.8233 -2.0485 2.1550
H2 2.3081 -1.3218 2.8155
H3 0.7175 -0.7799 3.3994
H4 1.6981 0.8703 1.8020
H5 3.0421 -0.1272 0.1404
H6 1.9807 -1.5290 -0.0346
H7 1.5215 0.3146 -2.0023
H8 -1.4294 2.2467 -0.8812
H9 -0.7133 1.5415 -2.3468
H10 -0.8831 -0.5327 1.0412
H11 -0.6262 1.1507 1.5162
O1 -3.3353 0.9892 -2.0699
H12 -1.4230 -1.2931 -1.6169
H13 -3.5326 -0.0502 -2.6682

Record 2
Entry from OMol25: an isolated molecule of C8H13NO2 in a non-equilibrium geometry (ωB97M-V with the def2-TZVPD basis set).

**Energy above the lowest of the compared OMol25 structures with the same formula, charge and spin**: 119.33 kcal per mole
**2S+1**: 1
**Total charge**: 0
**Orbital gap (spin up / spin down)**: 8.56 / 8.57 eV

Geometry (Å):
C1 1.2433 1.1917 -1.0817
C2 2.2614 -0.6396 0.0134
C3 0.9309 2.1991 -1.8558
C4 -0.1057 -0.7764 -0.5780
C5 -0.8132 1.0222 1.0597
C6 -2.4592 0.0029 -0.5604
C7 1.0115 -2.0017 1.3835
C8 -1.1871 -0.2357 0.2435
N1 1.0580 -1.3117 0.0732
O1 3.3139 -1.0437 0.3947
O2 2.3009 0.6331 -0.5598
H1 1.7040 2.9720 -2.0999
H2 -0.1085 2.2991 -2.0232
H3 -0.2247 -1.1100 -1.6471
H4 -1.6880 1.5182 1.3779
H5 -0.3079 1.6972 0.3007
H6 -0.0821 0.8778 1.9226
H7 -2.7288 -1.0415 -1.0840
H8 -2.4052 0.7490 -1.3345
H9 -3.4081 0.2857 -0.0244
H10 0.7678 -1.3723 2.1783
H11 0.2992 -2.8385 1.4512
H12 2.1289 -2.0697 1.5746
H13 -1.5017 -1.0073 0.8755

Record 3
Entry from OMol25: an isolated molecule of C8H13NO2 in a non-equilibrium geometry (ωB97M-V with the def2-TZVPD basis set).

**Energy above the lowest of the compared OMol25 structures with the same formula, charge and spin**: 189.33 kcal per mole
**2S+1**: 1
**SMILES string**: C[C@@H]1CC=C(/C=N\O)[C@H](C)O1
**Total charge**: 0
**Orbital gap**: 9.86 eV

Geometry (Å):
C1 -0.2807 0.3898 -3.1617
C2 -0.3988 0.5855 -1.5173
C3 1.0961 1.0779 -1.0919
C4 0.9416 1.0019 0.4724
C5 0.0443 0.3425 1.1033
C6 -0.2072 0.3685 2.5876
C7 -0.9757 -0.4580 0.3024
C8 -1.0831 -1.9301 0.9535
H1 0.2468 1.0868 -3.6104
H2 -1.3123 0.3529 -3.1662
H3 0.4909 -0.4763 -3.6030
H4 -1.0602 1.3138 -1.5093
H5 1.9368 0.2579 -1.5804
H6 1.6006 1.9551 -1.3818
H7 1.8146 1.7461 0.8992
H8 -1.1235 0.7866 2.9368
H9 1.5650 -0.6965 2.1863
H10 -1.8962 0.0788 0.3255
H11 -1.1908 -1.8694 2.2125
H12 -0.2340 -2.1963 0.6458
H13 -1.8725 -2.4668 0.4810
N1 0.6767 -0.0588 3.5097
O1 1.8248 -0.5723 3.0374
O2 -0.6034 -0.6196 -1.0313

Record 4
Entry from OMol25: a cluster of 2 separate species, C8H13NO3P in total in a non-equilibrium geometry (ωB97M-V with the def2-TZVPD basis set).

**Energy above the lowest of the compared OMol25 structures with the same formula, charge and spin**: 48.23 kcal per mole
**2S+1**: 1
**Total charge**: -1
**Orbital gap**: 8.47 eV

Geometry (Å):
C1 -1.7882 1.0756 1.7750
C2 -2.0787 -0.3744 1.5614
C3 0.2892 -2.1063 1.9927
C4 -1.3792 1.9452 0.8431
C5 -1.6439 -1.0514 0.4884
C6 1.2498 -1.5493 1.1515
C7 2.3920 1.2511 -1.9184
C8 1.0103 0.7187 -2.0182
N1 -0.5103 -2.6226 2.6341
O1 -0.4773 -1.9446 -1.6288
O2 -1.8195 0.2766 -1.8842
O3 0.5238 0.2875 -0.7914
P1 -0.8898 -0.5991 -1.1447
H1 -1.7981 1.3527 2.8826
H2 -2.6340 -0.8173 2.4322
H3 -1.5225 1.5496 -0.1598
H4 -1.0535 2.9663 1.1884
H5 -2.0887 -2.0652 0.4033
H6 1.4885 -0.4976 1.4591
H7 0.8885 -1.2345 0.1905
H8 2.1892 -2.1710 1.0183
H9 3.0583 0.5737 -1.2939
H10 2.8873 1.6010 -2.8674
H11 2.3229 2.0741 -1.2210
H12 1.0267 -0.1732 -2.6388
H13 0.3575 1.5343 -2.4542

Record 5
Entry from OMol25: a cluster of 2 separate species, C8H13NO3S2 in total in a non-equilibrium geometry (ωB97M-V with the def2-TZVPD basis set).

**Energy above the lowest of the compared OMol25 structures with the same formula, charge and spin**: 30.22 kcal per mole
**2S+1**: 1
**Total charge**: 0
**Orbital gap (spin up / spin down)**: 8.40 / 6.36 eV

Geometry (Å):
C1 -1.1146 -0.3024 -0.2821
C2 3.1575 -1.4371 -0.2082
C3 2.6593 0.4490 1.3520
C4 3.0085 0.0985 -0.0942
C5 1.2065 1.6422 -0.3500
C6 -3.4382 -1.0082 -0.9426
C7 -2.8992 -0.0362 1.3373
C8 -2.5691 -0.0198 -0.1600
N1 1.9229 0.6016 -0.9015
O1 2.0616 -2.1105 -0.4693
O2 -0.5147 -1.2604 -0.6943
O3 4.2246 -1.9566 -0.0367
S1 1.7749 2.0412 1.2712
S2 0.5928 2.8994 -1.4107
H1 1.9858 -0.2869 1.7947
H2 3.5400 0.5657 1.9770
H3 3.9742 0.5486 -0.3737
H4 -3.1713 -0.9956 -1.9973
H5 -3.2965 -2.0168 -0.5618
H6 -4.4867 -0.7360 -0.8439
H7 -3.9346 0.2606 1.4915
H8 -2.2506 0.6480 1.8805
H9 -2.7616 -1.0365 1.7419
H10 -2.7301 0.9953 -0.5408
H11 2.0460 0.6030 -1.9043
H12 1.2268 -1.5801 -0.5804
H13 -0.2143 3.4300 -0.4944

Record 6
Entry from OMol25: a cluster of 2 separate species, C8H13O4S2 in total in a non-equilibrium geometry (ωB97M-V with the def2-TZVPD basis set).

**Energy above the lowest of the compared OMol25 structures with the same formula, charge and spin**: 47.44 kcal per mole
**2S+1**: 1
**Total charge**: -1
**Orbital gap**: 8.09 eV

Geometry (Å):
C1 -3.1438 0.7881 0.6016
C2 2.3615 -1.2307 -0.0958
C3 2.3431 -0.0817 -1.1168
C4 0.9521 -1.6372 0.1642
C5 1.7220 1.1096 -0.5567
C6 0.2118 -0.3366 0.6628
C7 0.2404 0.8131 -0.2411
C8 -0.4251 2.0302 0.3561
O1 -4.4825 -1.4056 -0.4268
O2 -4.1146 1.4372 0.9606
O3 -2.7388 -1.5140 1.2119
O4 -2.1242 -0.8876 -0.9978
S1 -1.0451 3.3704 -0.3875
S2 -3.1805 -0.9271 -0.0361
H1 3.0607 -2.0545 -0.3672
H2 2.7498 -0.7923 0.7820
H3 3.4708 0.0465 -1.4502
H4 1.7286 -0.4543 -1.9142
H5 0.3730 -1.8736 -0.7821
H6 0.7720 -2.5925 0.7785
H7 2.1903 1.5151 0.3065
H8 1.6529 1.8653 -1.2959
H9 -0.8074 -0.6709 0.6648
H10 0.6125 -0.0524 1.6867
H11 -0.1226 0.4425 -1.2183
H12 -0.0550 2.0665 1.3859
H13 -2.2018 1.0266 1.3252

Record 7
Entry from OMol25: an isolated molecule of C8H14 in a non-equilibrium geometry (ωB97M-V with the def2-TZVPD basis set).

**Energy above the lowest of the compared OMol25 structures with the same formula, charge and spin**: 35.44 kcal per mole
**2S+1**: 1
**SMILES string**: C=C=CC(C)(C)CC
**Total charge**: 0
**Orbital gap**: 10.23 eV

Geometry (Å):
C1 -0.3644 -0.6050 0.0623
C2 0.8800 -0.1922 0.7902
C3 -1.3868 0.5084 0.5477
C4 -0.8142 -1.9850 0.5352
C5 -0.1842 -0.5765 -1.4475
C6 -1.0292 1.9784 0.3678
C7 2.0163 0.1252 0.2218
C8 3.0150 0.5399 -0.4949
H1 0.8264 -0.2354 1.8722
H2 -1.6102 0.3180 1.6001
H3 -2.3132 0.3231 -0.0021
H4 -1.7584 -2.2551 0.0650
H5 -0.0641 -2.7319 0.2779
H6 -0.9499 -2.0026 1.6152
H7 0.5506 -1.3257 -1.7413
H8 -1.1281 -0.7898 -1.9455
H9 0.1793 0.3915 -1.7824
H10 3.1404 1.5800 -0.7625
H11 3.8271 -0.1189 -0.7662
H12 -0.9007 2.2263 -0.6827
H13 -0.1105 2.2201 0.8987
H14 -1.8213 2.6073 0.7709

Record 8
Entry from OMol25: a structure of composition C8H14BN6O2Sn in a non-equilibrium geometry (ωB97M-V with the def2-TZVPD basis set).

**2S+1**: 1
**Total charge**: +1
**Orbital gap**: 7.41 eV

Geometry (Å):
Sn1 -0.0491 0.1114 -0.1956
C1 1.5854 4.8310 -1.9741
O1 0.6871 4.1240 -2.8461
C2 0.2646 2.9485 -2.4330
O2 0.5849 2.4282 -1.3682
N1 -0.5747 2.3929 -3.3471
N2 -1.1450 1.1432 -3.1168
H1 1.8108 5.7585 -2.4874
H2 2.4940 4.2548 -1.8157
H3 1.1076 5.0330 -1.0183
H4 -0.7804 2.8962 -4.1948
H5 -0.8793 0.5082 -3.8605
H6 -2.1549 1.2258 -3.1255
B1 -0.1462 -2.7529 2.4454
N3 -1.1617 -1.5610 2.4424
C3 -2.1291 -1.4472 3.3466
C4 -2.8920 -0.3147 3.0735
C5 -2.3007 0.2294 1.9554
N4 -1.2570 -0.5422 1.5692
N5 0.8848 -2.7138 1.2671
C6 1.8002 -3.6605 1.0899
C7 2.5482 -3.3792 -0.0507
C8 2.0136 -2.2011 -0.5226
N6 0.9929 -1.8098 0.2767
H7 0.4711 -2.7042 3.4722
H8 -0.7813 -3.7642 2.3312
H9 -2.2312 -2.1688 4.1405
H10 -3.7394 0.0596 3.6191
H11 -2.5582 1.1164 1.3967
H12 1.8826 -4.4860 1.7778
H13 3.3663 -3.9430 -0.4617
H14 2.2860 -1.6127 -1.3857